32
Properties=species:S:1:pos:R:3:forces:R:3 method="wB97M-V/def2-TZVPD" mol_weight_g_mol=453.02 largest_force_ev_per_a=0.84 orbital_gap_ev=7.5 total_charge=+1 homo_energy_ev=-12.01
N -0.90271 0.74090 -2.92859 -0.1 0.0 0.1
C -1.09439 0.51245 -1.50038 -0.2 0.1 -0.2
C 0.19845 -0.04692 -0.92086 0.0 -0.1 0.0
C 0.14353 -0.53113 0.52731 0.3 -0.3 0.1
C 0.20502 0.56279 1.57097 -0.3 0.7 -0.2
N -0.90508 1.54305 1.45609 0.0 -0.5 0.1
C -2.09139 1.28221 1.54599 0.0 0.2 0.1
S -3.61683 1.06256 1.68451 0.0 0.0 -0.1
C 0.07580 0.14514 3.00431 -0.1 -0.2 0.1
N 0.77166 0.88235 3.77491 0.1 0.1 0.0
C 1.62063 1.86470 3.06682 0.3 -0.1 -0.1
C 1.50924 1.40588 1.60562 0.1 -0.1 0.0
O 2.64477 0.61015 1.36637 0.0 0.1 0.0
H -1.68783 1.25171 -3.31336 0.0 0.0 0.0
H -0.86081 -0.13956 -3.43003 0.0 0.0 0.0
H -1.91830 -0.18200 -1.27480 0.0 0.0 0.0
H -1.35880 1.47407 -1.05630 0.1 -0.1 0.0
H 0.99957 0.68329 -1.07202 0.0 0.0 0.0
H 0.46674 -0.92170 -1.52045 0.0 0.1 0.0
H -0.74436 -1.14875 0.69515 -0.1 0.1 0.0
H 1.00700 -1.17815 0.70480 -0.1 0.0 0.1
H -0.57757 -0.62723 3.39620 0.0 0.0 0.0
H 0.74619 0.82267 4.78708 0.0 -0.1 0.0
H 1.30062 2.88169 3.28131 -0.2 -0.1 0.0
H 2.64911 1.73254 3.39960 0.0 0.1 0.0
H 1.41403 2.23706 0.90803 0.0 0.0 0.1
H 2.88076 0.63034 0.43223 0.0 0.0 0.0
C -0.47304 -3.44249 -4.01069 0.1 0.0 0.0
Br 0.17972 -5.17329 -4.50513 0.0 0.0 0.0
Br -1.33057 -2.55023 -5.47726 0.0 0.0 0.0
Br -1.63193 -3.54033 -2.47014 0.0 0.1 0.1
H 0.38075 -2.84376 -3.72729 0.0 0.0 0.0